1.
This record from the OMol25 dataset describes one molecule with the formula C5H11N. The level of theory is wB97M-V/def2-TZVPD.

```
! wB97M-V def2-TZVPD RIJCOSX def2/J DEFGRID3
* xyz 0 1
C 1.70 1.36 2.15
N 0.55 1.16 1.29
C 0.61 -0.04 0.46
C -1.81 -1.37 -2.22
C -1.26 -0.85 -0.94
C -0.22 -0.05 -0.78
H 1.45 2.11 2.91
H 2.01 0.40 2.55
H 2.53 1.86 1.63
H 0.16 1.94 0.79
H 0.21 -0.86 1.09
H 1.62 -0.44 0.25
H -1.30 -0.96 -3.10
H -1.89 -2.45 -2.19
H -2.86 -1.05 -2.28
H -1.65 -1.28 -0.01
H 0.16 0.54 -1.62
*
```

Its gap between HOMO and LUMO is 9.48 eV. The LUMO energy comes out at 1.3 eV. Its structure (SMILES) is C/C=C/CNC.

2.
This record from the OMol25 dataset describes C5H11N as an isolated structure. The level of theory is wB97M-V/def2-TZVPD.

```
! wB97M-V def2-TZVPD RIJCOSX def2/J DEFGRID3
* xyz 0 1
C 2.20 0.67 0.32
C 0.73 -0.39 -1.37
N -0.39 0.00 -0.80
C -0.52 1.04 0.13
C -0.93 -0.36 0.50
C -2.36 -0.86 0.53
H 2.78 1.10 -0.51
H 2.43 1.28 1.21
H 2.56 -0.34 0.53
H 1.16 0.25 -2.13
H 0.96 -1.46 -1.39
H 0.87 1.05 0.35
H -1.20 1.87 0.00
H -0.23 -0.87 1.16
H -2.80 -0.70 1.52
H -2.41 -1.93 0.31
H -2.96 -0.33 -0.21
*
```

Its gap between HOMO and LUMO (alpha / beta) is 8.09 / 8.09 eV. The LUMO energy (alpha / beta) comes out at 0.6 / 0.6 eV.

Electronic energy list, top to bottom, in Eh: -251.8078 -251.6651
Energy relative to the best compared isomer or geometry (same formula, charge and spin) list, top to bottom, in kJ/mol: 143.61 518.39